{"formula": "C24H17IrN4O6S5", "method": "ωB97M-V/def2-TZVPD", "orbital_gap_ev": [5.477, 6.033], "spin_multiplicity": 2, "relative_energy_kj_mol": 148.6, "total_charge": 1, "symbols": ["Ir", "O", "C", "O", "C", "C", "C", "C", "C", "N", "C", "O", "O", "H", "H", "H", "H", "O", "C", "C", "C", "C", "C", "C", "C", "O", "N", "N", "C", "C", "C", "C", "C", "C", "N", "H", "H", "H", "H", "H", "H", "H", "H", "H", "H", "C", "S", "C", "C", "S", "S", "C", "S", "S", "H", "H", "H"], "xyz": [[0.085, 0.187, -0.018], [1.791, 2.889, 2.979], [1.209, 2.003, 2.197], [1.230, 2.115, 0.974], [0.564, 0.881, 2.869], [0.547, 0.697, 4.245], [-0.012, -0.458, 4.767], [-0.539, -1.402, 3.893], [-0.501, -1.127, 2.538], [0.018, -0.025, 2.036], [-1.074, -2.119, 1.492], [-1.311, -3.236, 1.877], [-1.232, -1.594, 0.332], [2.186, 3.595, 2.442], [0.995, 1.457, 4.869], [-0.045, -0.622, 5.835], [-0.961, -2.337, 4.232], [1.207, -2.611, -4.501], [2.006, -3.198, -3.609], [2.776, -4.276, -4.057], [3.599, -4.962, -3.192], [3.674, -4.596, -1.847], [2.944, -3.525, -1.392], [2.107, -2.801, -2.252], [1.381, -1.664, -1.707], [1.390, -1.440, -0.446], [0.744, -0.847, -2.570], [0.131, 0.149, -1.958], [-0.393, 1.167, -2.583], [-1.096, 2.097, -1.753], [-1.691, 3.273, -2.214], [-2.368, 4.090, -1.335], [-2.468, 3.712, 0.002], [-1.854, 2.546, 0.405], [-1.167, 1.767, -0.427], [0.743, -1.862, -4.079], [2.700, -4.543, -5.102], [4.187, -5.791, -3.560], [4.306, -5.153, -1.170], [3.005, -3.202, -0.362], [-0.288, 1.269, -3.654], [-1.598, 3.537, -3.258], [-2.814, 5.017, -1.668], [-2.997, 4.317, 0.722], [-1.906, 2.223, 1.437], [5.728, -0.541, 3.740], [6.130, -2.285, 3.975], [4.843, -3.253, 3.335], [3.685, -2.929, 2.621], [3.118, -1.444, 2.093], [2.674, -4.322, 2.209], [3.685, -5.564, 2.871], [3.345, -7.153, 2.745], [5.102, -4.942, 3.677], [6.492, -0.009, 4.306], [4.741, -0.326, 4.135], [5.788, -0.281, 2.689]], "nbo_charge": [1.345, -0.626, 0.793, -0.604, 0.043, -0.160, -0.145, -0.152, 0.137, -0.422, 0.753, -0.554, -0.624, 0.522, 0.254, 0.247, 0.274, -0.654, 0.374, -0.268, -0.135, -0.261, -0.136, -0.210, 0.637, -0.655, -0.449, -0.161, -0.018, 0.171, -0.208, -0.117, -0.243, 0.085, -0.443, 0.506, 0.234, 0.225, 0.222, 0.226, 0.237, 0.246, 0.244, 0.247, 0.215, -0.738, 0.411, -0.367, -0.422, -0.085, 0.488, -0.593, 0.082, 0.509, 0.243, 0.239, 0.243]}

{"formula": "C24H17N2", "method": "ωB97M-V/def2-TZVPD", "orbital_gap_ev": 5.483, "total_charge": 1, "symbols": ["C", "C", "C", "C", "C", "C", "C", "C", "C", "C", "C", "C", "C", "C", "C", "C", "C", "C", "C", "H", "H", "H", "H", "H", "H", "H", "H", "H", "H", "H", "H", "H", "C", "C", "C", "C", "C", "N", "N", "H", "H", "H", "H"], "xyz": [[-0.338, 0.076, 2.556], [-1.767, 0.048, 2.801], [-2.576, 1.098, 2.311], [-3.963, 1.053, 2.438], [-4.572, -0.022, 3.104], [-3.776, -1.037, 3.658], [-2.388, -1.004, 3.517], [0.556, -1.064, 2.707], [1.903, -0.564, 2.822], [2.976, -1.424, 2.997], [2.732, -2.803, 3.016], [1.424, -3.301, 2.895], [0.328, -2.438, 2.732], [1.843, 0.887, 2.852], [0.459, 1.277, 2.760], [0.099, 2.594, 3.037], [1.113, 3.533, 3.282], [2.466, 3.156, 3.299], [2.836, 1.818, 3.108], [-2.114, 1.937, 1.786], [-4.569, 1.859, 2.018], [-5.661, -0.059, 3.206], [-4.240, -1.861, 4.205], [-1.770, -1.765, 3.995], [3.975, -1.004, 3.105], [3.563, -3.500, 3.123], [1.247, -4.378, 2.921], [-0.684, -2.825, 2.619], [-0.949, 2.879, 3.099], [0.835, 4.571, 3.472], [3.231, 3.909, 3.485], [3.870, 1.484, 3.161], [0.554, 0.884, -1.799], [-0.699, 1.488, -1.643], [-1.381, 0.820, -0.569], [-0.518, -0.149, -0.025], [0.677, -0.135, -0.809], [1.648, -1.108, -0.818], [2.487, -1.889, -0.894], [1.325, 1.077, -2.540], [-1.110, 2.295, -2.246], [-2.395, 1.040, -0.249], [-0.778, -1.002, 0.595]], "nbo_charge": [0.318, -0.196, -0.152, -0.205, -0.137, -0.229, -0.092, -0.093, -0.014, -0.188, -0.135, -0.221, -0.153, -0.014, -0.080, -0.133, -0.214, -0.129, -0.183, 0.233, 0.236, 0.238, 0.238, 0.219, 0.232, 0.239, 0.239, 0.232, 0.231, 0.238, 0.237, 0.230, -0.186, -0.259, -0.191, -0.288, -0.100, 0.135, 0.155, 0.237, 0.241, 0.230, 0.236]}

{"formula": "C24H17N7PbS2Se3Te", "method": "ωB97M-V/def2-TZVPD", "orbital_gap_ev": [5.577, 4.911], "relative_energy_kj_mol": 0.0, "symbols": ["Pb", "C", "N", "C", "C", "N", "C", "C", "C", "C", "C", "C", "N", "C", "N", "C", "C", "C", "C", "C", "C", "N", "H", "H", "H", "H", "H", "H", "H", "H", "H", "H", "H", "H", "H", "H", "H", "S", "C", "C", "C", "C", "N", "C", "C", "C", "S", "C", "N", "H", "H", "Se", "Se", "Te", "Se"], "xyz": [[0.797, -0.167, -0.376], [-0.203, 3.419, 0.167], [0.815, 2.714, 0.901], [0.773, 2.751, 2.346], [0.536, 1.421, 3.000], [0.025, 0.352, 2.458], [0.001, -0.599, 3.488], [-0.429, -1.924, 3.492], [-0.303, -2.641, 4.667], [0.234, -2.067, 5.827], [0.658, -0.752, 5.846], [0.529, -0.043, 4.658], [0.857, 1.259, 4.318], [-1.345, 2.547, -0.276], [-1.269, 1.294, -0.652], [-2.544, 0.960, -1.117], [-3.028, -0.229, -1.659], [-4.355, -0.262, -2.036], [-5.195, 0.851, -1.881], [-4.728, 2.037, -1.351], [-3.388, 2.061, -0.981], [-2.591, 3.060, -0.438], [-0.612, 4.270, 0.729], [0.242, 3.836, -0.741], [1.741, 2.896, 0.553], [1.720, 3.140, 2.734], [-0.005, 3.446, 2.686], [-0.847, -2.384, 2.605], [-0.625, -3.674, 4.689], [0.318, -2.665, 6.726], [1.070, -0.301, 6.740], [1.290, 1.945, 4.910], [-2.390, -1.091, -1.785], [-4.758, -1.172, -2.463], [-6.230, 0.780, -2.191], [-5.370, 2.900, -1.236], [-2.875, 3.995, -0.206], [0.593, -0.996, -2.881], [-0.331, -2.476, -2.794], [-0.606, -3.127, -4.003], [-1.322, -4.309, -4.052], [-1.575, -4.927, -5.322], [-1.765, -5.416, -6.345], [-1.795, -4.881, -2.859], [-1.532, -4.244, -1.659], [-0.809, -3.050, -1.601], [-0.599, -2.351, -0.005], [-2.551, -6.098, -2.864], [-3.168, -7.069, -2.864], [-0.245, -2.689, -4.923], [-1.901, -4.680, -0.740], [4.302, 1.829, 0.808], [4.593, -0.327, 0.326], [3.272, -1.473, 2.204], [2.340, -3.328, 0.985]], "nbo_charge": [1.085, -0.257, -0.615, -0.263, 0.398, -0.505, 0.146, -0.222, -0.223, -0.206, -0.236, 0.079, -0.541, 0.411, -0.536, 0.055, -0.130, -0.232, -0.197, -0.263, 0.165, -0.539, 0.187, 0.233, 0.397, 0.216, 0.206, 0.245, 0.222, 0.218, 0.218, 0.419, 0.227, 0.223, 0.219, 0.218, 0.420, -0.367, -0.162, -0.172, -0.131, 0.273, -0.292, -0.183, -0.103, -0.223, -0.329, 0.286, -0.302, 0.239, 0.228, -0.209, 0.035, 0.351, -0.184]}

{"formula": "C24H18AgN5O3PS2", "method": "ωB97M-V/def2-TZVPD", "orbital_gap_ev": 7.516, "relative_energy_kj_mol": 96.3, "total_charge": -1, "symbols": ["Ag", "O", "S", "O", "O", "C", "C", "C", "C", "C", "C", "P", "C", "C", "C", "C", "C", "C", "C", "C", "C", "C", "C", "C", "H", "H", "H", "H", "H", "H", "H", "H", "H", "H", "H", "H", "H", "H", "S", "C", "N", "C", "C", "C", "N", "H", "H", "H", "H", "N", "C", "N", "C", "N"], "xyz": [[1.482, 1.814, -1.220], [0.194, 5.400, 0.696], [0.242, 4.031, 0.241], [1.291, 3.230, 0.890], [0.251, 3.862, -1.224], [-1.279, 3.251, 0.792], [-2.388, 4.089, 0.935], [-3.594, 3.578, 1.382], [-3.698, 2.228, 1.696], [-2.603, 1.391, 1.543], [-1.372, 1.866, 1.080], [0.066, 0.701, 0.815], [0.598, 0.360, 2.554], [1.839, 0.838, 2.990], [2.280, 0.585, 4.290], [1.495, -0.153, 5.167], [0.264, -0.641, 4.744], [-0.176, -0.386, 3.448], [-0.762, -0.888, 0.375], [-0.237, -2.118, 0.797], [-0.688, -3.323, 0.251], [-1.668, -3.319, -0.737], [-2.183, -2.102, -1.181], [-1.730, -0.905, -0.639], [-2.273, 5.144, 0.708], [-4.454, 4.232, 1.495], [-4.641, 1.823, 2.061], [-2.712, 0.338, 1.773], [2.450, 1.416, 2.309], [3.244, 0.969, 4.615], [1.843, -0.354, 6.176], [-0.356, -1.221, 5.423], [-1.138, -0.772, 3.134], [0.531, -2.136, 1.564], [-0.273, -4.265, 0.603], [-2.025, -4.254, -1.160], [-2.928, -2.085, -1.974], [-2.114, 0.033, -1.024], [3.598, 0.209, -0.856], [3.114, -0.909, -2.032], [2.209, -1.860, -1.678], [1.657, -2.742, -2.517], [2.058, -2.774, -3.806], [3.033, -1.834, -4.154], [3.560, -0.945, -3.328], [1.838, -1.775, -0.745], [0.886, -3.381, -2.101], [1.608, -3.435, -4.537], [3.400, -1.810, -5.177], [0.256, 0.575, -2.740], [-0.093, 0.260, -3.808], [-0.583, -0.123, -4.969], [0.072, -0.626, -6.002], [0.610, -1.087, -6.940]], "nbo_charge": [0.851, -0.981, 2.404, -1.036, -1.024, -0.296, -0.195, -0.205, -0.239, -0.145, -0.330, 0.829, -0.243, -0.205, -0.206, -0.213, -0.230, -0.223, -0.358, -0.195, -0.257, -0.239, -0.194, -0.196, 0.245, 0.208, 0.206, 0.200, 0.247, 0.211, 0.206, 0.207, 0.210, 0.216, 0.210, 0.211, 0.219, 0.237, -0.305, 0.281, -0.522, 0.111, -0.342, 0.145, -0.457, 0.445, 0.231, 0.248, 0.213, -0.685, 0.552, -0.733, 0.462, -0.550]}

| no. | strongest force on any atom (eV/Å) |
| --- | --- |
| 1 | 3.69 |
| 2 | 4.74 |
| 3 | 0.24 |
| 4 | 1.83 |